The following is a quantum chemistry calculation of C2H6ClPS in the gas phase at a distorted geometry, from the Open Molecules 2025 dataset.

Each line ends with the natural charge from an NBO analysis.
Geometry (Å):
C 1.3755 -1.6327 0.7804  -0.727
S 0.8231 -0.0346 0.0216  -0.112
P -1.2478 -0.3209 0.5176  0.627
C -1.7886 1.6330 0.0711  -0.859
Cl -1.9071 -1.2116 -1.1199  -0.294
H 0.5611 -2.3766 0.8423  0.230
H 1.8336 -1.2640 1.7560  0.229
H 2.1602 -2.0442 0.1700  0.226
H -0.8416 1.9722 -0.4589  0.228
H -1.9657 2.1162 1.1313  0.228
H -2.6808 1.7516 -0.4982  0.224

lowest unoccupied orbital energy = 0.7 eV
E_HOMO = -8.9 eV
structure (SMILES) = CSP(C)Cl
orbital gap = 9.6 eV
E_tot = -1279.53536 hartree
relative energy (zero: lowest compared OMol25 entry of this formula, charge and spin) = 4.29 kcal/mol
multiplicity = 1



The following is a quantum chemistry calculation of 2 unconnected molecules or ions with the total composition C2H6ClPS2 at a distorted geometry, from the Open Molecules 2025 dataset.

Each line ends with the natural charge from an NBO analysis.
Geometry (Å):
C 1.7226 -0.6940 -1.3990  -0.979
P 0.0938 -1.6048 -1.5154  0.698
S -0.9600 -0.2526 -2.7408  -0.321
Cl -0.6763 -1.1328 0.3439  -0.313
H 2.4289 -1.1033 -0.7424  0.249
H 2.4462 -0.7142 -2.1835  0.253
H 1.6072 0.3680 -1.1684  0.236
H -1.9881 -1.1562 -3.2359  0.176
C -1.1721 1.4874 3.2820  -0.471
S -0.8794 2.1249 1.8328  0.087
H -1.0595 0.4732 3.4368  0.185
H -1.5632 2.2041 4.0898  0.201

lowest unoccupied orbital energy = -0.3 eV
E_HOMO = -8.6 eV
structure (SMILES) = CP(S)Cl.C=S
orbital gap = 8.3 eV
E_tot = -1677.68792 hartree
relative energy (zero: lowest compared OMol25 entry of this formula, charge and spin) = 50.13 kcal/mol
multiplicity = 1



The following is a quantum chemistry calculation of a molecular structure, C2H6ErO3 at a distorted geometry, from the Open Molecules 2025 dataset.

Each line ends with the Mulliken spin population.
Geometry (Å):
O -1.3316 -0.7408 -2.9444  0.056
C -0.2822 -0.1123 -2.2895  0.019
H 0.2983 0.5350 -2.9887  0.005
H 0.4329 -0.8717 -1.8886  0.002
Er -2.9451 0.1582 -1.7035  3.889
O -0.8200 0.7020 -1.2429  0.029
H 0.4271 1.6030 1.8722  0.000
C 0.8351 -0.2861 2.2635  0.000
O 1.0570 0.8802 1.5193  0.000
H 1.3514 -0.2596 3.2414  0.000
H -0.2385 -0.4588 2.4629  0.000
H 1.2155 -1.1492 1.6984  0.000

lowest unoccupied orbital energy (spin up / spin down) = -1.7 / -2.2 eV
E_HOMO (spin up / spin down) = -5.2 / -8.3 eV
orbital gap (spin up / spin down) = 3.6 / 6.1 eV
E_tot = -1320.21900 hartree
<S²> = 6.0051
multiplicity = 5